1.
Here is 2 unconnected molecules or ions with the total composition C2H6IN3 in a non-equilibrium geometry from OMol25. Energies are from the ωB97M-V functional and the def2-TZVPD basis.

## Properties
frontier orbital gap (alpha / beta): 7.341 / 7.307 eV
charge: +2

Geometry (Å):
C -1.226 -0.537 0.279
C 1.556 0.251 -0.942
N -2.325 -0.658 0.954
N 2.545 0.902 -0.518
N -0.246 0.227 0.626
I 1.111 -0.995 -2.429
H -1.189 -1.173 -0.751
H -3.172 -1.011 0.552
H -2.424 -0.302 1.903
H 2.286 1.731 0.024
H 3.423 0.460 -0.795
H -0.339 1.107 1.098

=====

2.
Here is a single C3H5N3O molecule from OMol25. Energies are from the ωB97M-V functional and the def2-TZVPD basis.

## Properties
frontier orbital gap: 8.200 eV

Geometry (Å):
N 1.668 -1.008 -0.913
C 0.779 -0.292 -0.218
N 1.140 0.857 0.419
C 0.078 1.354 1.062
O -2.020 1.187 -0.021
C -1.121 0.414 0.731
N -0.504 -0.623 -0.087
H 2.575 -0.584 -1.045
H 1.384 -1.730 -1.554
H -1.812 2.083 0.293
H -1.625 -0.053 1.588
H -0.916 -1.496 -0.376